This record from the OMol25 dataset describes C9H13N2P in the gas phase at a distorted geometry. The level of theory is the ωB97M-V functional and the def2-TZVPD basis.

Calculated values
SMILES: CNC1=P(=C2C[C@H]2C)C=CC=N1
E_LUMO, hartree: -0.01403
Gap between HOMO and LUMO, eV: 7.2

```
! wB97M-V def2-TZVPD RIJCOSX def2/J DEFGRID3
* xyz 0 1
H -1.4530 0.7396 2.6795
H -2.3739 4.2306 0.6464
H 1.0722 0.6165 0.5226
C -1.0920 1.5266 1.9266
H -0.6076 3.8308 0.7176
C -1.5646 3.6689 0.2852
H -1.5013 3.6523 -0.8310
H 1.4291 -3.9805 -2.0147
C 0.7600 -3.1627 -1.4874
N 1.6697 -0.2461 0.1797
H -2.5290 -2.7364 -0.6496
H -1.2095 -4.1511 -2.0388
C -1.7817 2.1528 0.7725
C -1.4677 -2.4862 -0.6646
H 3.6450 0.2337 0.6430
H -2.7743 1.7044 0.6868
C 3.0809 -0.2777 -0.1400
C 0.8511 -1.1089 -0.4667
C -0.5735 1.2069 0.5645
C -0.6165 -3.2991 -1.4448
N 1.4541 -2.1860 -0.9349
H -0.2980 2.1166 2.4605
H 3.2904 0.1962 -1.0603
P -0.8417 -0.8606 -0.0742
H 3.4317 -1.3808 -0.2777
*
```

=====

This record from the OMol25 dataset describes a molecular structure, C9H13N2S2 at a distorted geometry. The level of theory is the ωB97M-V functional and the def2-TZVPD basis.

Calculated values
E_LUMO, hartree: -0.13961
Gap between HOMO and LUMO, eV: 7.7

```
! wB97M-V def2-TZVPD RIJCOSX def2/J DEFGRID3
* xyz 1 1
C 1.1422 -0.8673 1.2108
H 0.6132 -1.8070 1.2680
H 1.2239 2.0735 0.3047
S -0.6791 -1.9390 -3.1584
C -1.0022 -1.3833 -1.5075
C -2.6339 -0.3896 -2.8544
C -0.4207 0.2233 -0.4812
H 3.0864 1.1244 1.3152
C 1.9564 -0.2244 2.3908
C 2.2102 1.1968 1.9166
N -2.1242 -0.6188 -1.5191
H -2.1706 -0.9717 -4.9838
H 2.9468 -0.8701 2.6330
N 0.2432 0.3179 0.8928
H 2.4589 1.8850 2.7909
H 1.8141 -0.7640 0.3063
H 0.2218 0.6980 -1.2271
H -0.8359 -2.1725 -0.8053
C -1.8062 0.3637 -0.4800
H -0.6539 0.4890 1.5052
S -2.6173 1.0826 0.7516
H -3.6173 0.0459 -2.9920
C -1.9605 -0.9941 -3.8728
H 0.3927 2.1442 2.0196
C 0.9299 1.6007 1.2429
H 1.2822 -0.2431 3.3332
*
```

=====

This record from the OMol25 dataset describes a gas-phase ion, C9H13N3 (charge +2) at a distorted geometry. The level of theory is the ωB97M-V functional and the def2-TZVPD basis.

Calculated values
SMILES: C1=[N+]2CCC=[N+]3[C@@H]4[C@H]2CCN1[C@@H]43
E_LUMO, hartree: -0.36340
Gap between HOMO and LUMO, eV: 8.6

```
! wB97M-V def2-TZVPD RIJCOSX def2/J DEFGRID3
* xyz 2 1
C 2.3979 -0.4090 -0.4953
H 0.2644 1.2228 -2.0537
H -0.1514 -1.9821 1.7151
N -0.0326 1.0346 -0.0705
H -2.2404 -0.3918 -1.9183
C -0.1728 -1.3937 0.7951
C 0.4015 0.6365 -1.1944
H 2.2154 -0.5873 1.7990
H 2.4010 0.9966 0.9328
H 0.0900 0.3949 1.9723
H 2.8934 -1.3009 -0.3837
N 1.1408 -0.5828 -1.2728
C 0.3900 -1.6438 -0.6265
N -0.9883 -1.3138 -0.3425
C -1.8712 -0.4594 -0.7827
H -1.7355 2.3284 -0.5109
C -2.4384 0.5333 0.2206
C 0.3977 0.0941 1.0725
H 0.7187 -2.6851 -1.0795
H -3.3835 1.0854 -0.1703
H -2.4180 0.2142 1.1764
H -1.4673 2.1634 1.0712
C -1.3245 1.7027 0.1806
H 2.9588 0.2734 -0.9561
C 1.9544 0.0693 0.9214
*
```

=====

This record from the OMol25 dataset describes C9H13N3O2 in the gas phase at a distorted geometry. The level of theory is the ωB97M-V functional and the def2-TZVPD basis.

Calculated values
E_LUMO (alpha / beta), hartree: 0.02942 / -0.07675
<S²>: 2.014
Gap between HOMO and LUMO (alpha / beta), eV: 4.9 / 6.7

```
! wB97M-V def2-TZVPD RIJCOSX def2/J DEFGRID3
* xyz 0 3
H 3.2293 0.5365 1.0089
O -0.1664 -2.2334 0.4390
H 2.0008 -2.0680 0.8033
C 0.5377 1.8193 0.3423
H 0.6658 1.9906 1.4175
N -2.9268 0.9500 0.2689
N -2.0469 1.8530 0.3962
H 3.8359 1.5292 -0.3095
N 2.4742 -1.4359 0.1317
C -0.8847 1.2738 0.2026
H -4.4654 -1.0002 -0.6961
O 0.7984 -1.1097 -1.4542
H 2.7720 2.2991 0.9688
C -3.4041 -1.3426 -0.3489
C -2.4493 -0.2658 -0.0369
H 0.4037 -2.8652 0.0327
H 1.6617 1.2827 -1.3484
H 2.7527 -1.9735 -0.7294
H -3.5445 -1.9448 0.5211
C 0.0892 -1.0080 -0.3137
H -3.0624 -1.9803 -1.1927
C 3.0023 1.3807 0.3907
H -3.8914 1.1524 0.3629
C 1.4993 -0.5196 -0.3947
H 0.5127 2.8010 -0.0884
C -1.0432 -0.1238 -0.0464
C 1.6494 1.0025 -0.3270
*
```

=====

This record from the OMol25 dataset describes a gas-phase ion, C9H13N4 (charge +1) at a distorted geometry. The level of theory is the ωB97M-V functional and the def2-TZVPD basis.

Calculated values
E_LUMO (alpha / beta), hartree: -0.15790 / -0.15787
Gap between HOMO and LUMO (alpha / beta), eV: 6.6 / 6.6

```
! wB97M-V def2-TZVPD RIJCOSX def2/J DEFGRID3
* xyz 1 1
C 3.2595 1.5070 -0.0649
N -1.5319 -1.0772 -2.3124
H 4.2595 1.8908 0.0571
H -2.3823 -0.5238 -2.2287
H -2.7852 -2.1472 1.6317
C 0.8866 1.8593 -0.1425
N -0.6376 0.1082 -0.4885
H 1.6910 -1.4247 -0.6203
N -0.8986 -1.1514 -1.0210
N -2.1708 0.5459 2.2150
H -0.0250 -1.7005 -1.1841
C -1.7655 -1.9731 -0.1741
C 2.1626 2.3556 0.0059
C -1.4446 -0.4308 1.6979
H 3.9155 -0.5085 -0.3653
H 2.3050 3.4116 0.1723
C -2.0554 -1.5878 1.0604
H 0.0223 2.5044 -0.1070
H -0.4023 -0.4805 1.9819
H -1.7224 1.3271 2.6671
C 3.0669 0.1543 -0.2962
H -3.1465 0.6426 1.9734
C 0.6771 0.4908 -0.3735
H -2.1518 -2.8443 -0.6765
H -0.9186 -0.5906 -2.9625
C 1.7926 -0.3575 -0.4450
*
```

=====

This record from the OMol25 dataset describes C9H13N5O in the gas phase at a distorted geometry. The level of theory is the ωB97M-V functional and the def2-TZVPD basis.

Calculated values
E_LUMO, hartree: -0.00268
Gap between HOMO and LUMO, eV: 8.4

```
! wB97M-V def2-TZVPD RIJCOSX def2/J DEFGRID3
* xyz 0 1
C -0.6529 -1.0356 0.9457
H 2.0493 -0.6622 4.2161
H 1.4081 -2.2765 4.2006
H 1.0571 -1.1877 -2.5399
H 2.7357 0.5429 -2.2003
C 0.4242 -0.8558 2.9342
C -0.5834 1.2103 2.1658
O -0.9449 2.3484 2.3745
C -0.6559 0.4607 0.9003
H -2.2464 1.2675 -2.6180
C -0.6284 -0.0750 -1.7382
C 1.8180 0.8326 -1.8478
N 1.2368 -1.2297 3.9996
C 0.9177 -0.4154 -1.7321
C -1.6277 -1.0127 -1.2504
C -1.1738 0.9233 -2.7766
H 1.0435 -0.8882 -0.8704
H 1.7682 1.3253 -0.8013
H 1.2547 1.5096 -2.5416
H 0.3811 0.9042 3.9706
H -2.6867 -0.5035 -1.1516
N -1.2152 -1.7072 0.0030
N 0.2341 0.5337 3.0529
H -1.1379 0.4559 -3.7307
N -0.0232 -1.5940 1.9860
H -0.5330 1.7694 -2.8536
H -1.5651 -1.8099 -1.9365
N -0.6538 1.1699 -0.1603
*
```

=====

This record from the OMol25 dataset describes C9H13NO in the gas phase at a distorted geometry. The level of theory is the ωB97M-V functional and the def2-TZVPD basis.

Calculated values
E_LUMO (alpha / beta), hartree: 0.02820 / 0.02065
Gap between HOMO and LUMO (alpha / beta), eV: 6.6 / 6.9

```
! wB97M-V def2-TZVPD RIJCOSX def2/J DEFGRID3
* xyz 0 1
H 1.9951 -2.9710 -0.3981
O 2.9341 0.6715 1.0672
H -1.8722 -0.7753 -2.4080
C -0.4650 1.8861 0.9188
N 0.7426 0.0145 0.4297
H -1.6972 -2.0110 -1.1704
H -0.2542 -1.2090 -1.7773
C 0.8648 2.0905 1.2289
H -3.2551 0.6975 0.4497
H 2.8200 -1.4157 -0.6020
C -2.7964 0.7177 -0.5386
C 1.5918 0.9429 0.9051
H 3.3450 1.4415 1.4731
H 1.2812 2.9790 1.6686
C -1.4517 0.0245 -0.5006
C -1.3044 -1.0537 -1.5167
C -0.5318 0.6029 0.3063
H 2.5994 -2.0855 1.0045
H -0.0559 -1.8707 0.3396
H -2.6874 1.7638 -0.8235
C 0.8112 -1.2781 0.1178
H -1.2697 2.5780 1.0434
H -3.4714 0.2363 -1.2408
C 2.1274 -1.9769 0.0231
*
```

=====

This record from the OMol25 dataset describes 2 unconnected molecules or ions with the total composition C9H13NO2 at a distorted geometry. The level of theory is the ωB97M-V functional and the def2-TZVPD basis.

Calculated values
SMILES: Cc1ccc(O)cc1.CC(N)=O
E_LUMO, hartree: 0.02500
Gap between HOMO and LUMO, eV: 9.6

```
! wB97M-V def2-TZVPD RIJCOSX def2/J DEFGRID3
* xyz 0 1
H 1.3918 1.8943 1.2475
C -0.4141 -1.7439 0.5344
H 0.4015 -4.5038 -0.3088
H -0.6403 1.9277 -0.4424
H 3.3555 -0.9051 0.7180
H -2.0993 1.6765 0.4734
C 1.8250 1.0423 1.7637
H 1.4997 1.2292 2.7968
O -3.7062 2.1804 -1.6442
C 1.8873 -2.3136 0.0259
H -0.8983 1.1295 -2.5576
C -1.6780 2.2461 -0.3514
H 2.8870 1.2784 1.7992
C -2.5153 1.9735 -1.5763
O 0.0768 -3.6959 -0.7178
H -1.7496 3.2860 -0.0467
H -1.4550 -1.9596 0.4075
C 0.0059 -0.5535 1.1328
H -0.7653 0.1012 1.4877
H -2.3565 1.1256 -3.4082
C 0.5284 -2.5943 -0.0161
C 2.3003 -1.1505 0.6754
H 2.5643 -2.9186 -0.5587
N -1.8100 1.5201 -2.6541
C 1.3645 -0.2721 1.2199
*
```

=====

This record from the OMol25 dataset describes C9H13NO3 in the gas phase at a distorted geometry. The level of theory is the ωB97M-V functional and the def2-TZVPD basis.

Calculated values
SMILES: NC[C@@H](CC(=O)O)Cc1ccco1
E_LUMO, hartree: 0.02592
Gap between HOMO and LUMO, eV: 8.6

```
! wB97M-V def2-TZVPD RIJCOSX def2/J DEFGRID3
* xyz 0 1
H 0.8139 -1.2905 -2.1599
H -2.3044 1.1431 -1.2238
C -1.0229 -0.5967 -1.0097
C 0.4146 -1.2430 -1.1337
C 2.5074 1.3258 0.0807
H 2.7051 2.3891 0.1251
O 1.5298 0.8766 -0.7100
O -1.2831 1.3459 1.4329
C -1.2180 0.9095 -1.0185
C 2.3182 -0.8570 0.4815
C -1.0626 1.7369 0.2980
H -1.6787 -2.1396 2.0319
H 3.6215 0.3197 1.7375
C 2.9851 0.3194 0.8868
H -0.5480 1.3108 -1.7627
H -0.9417 3.5517 0.7188
N -1.1108 -1.4771 1.4850
H -2.7898 -0.9123 0.1835
H 0.3017 -2.2212 -0.6435
H -1.5409 -0.9816 -1.9486
C -1.7738 -1.3127 0.1595
C 1.3446 -0.4752 -0.4447
O -0.7921 3.0277 -0.1021
H -1.8609 -2.3256 -0.2519
H 2.4046 -1.8405 0.8622
H -1.0189 -0.5832 1.9256
*
```

=====

This record from the OMol25 dataset describes 2 unconnected molecules or ions with the total composition C9H13NO4S at a distorted geometry. The level of theory is the ωB97M-V functional and the def2-TZVPD basis.

Calculated values
E_LUMO, hartree: 0.00889
Gap between HOMO and LUMO, eV: 7.9

```
! wB97M-V def2-TZVPD RIJCOSX def2/J DEFGRID3
* xyz 0 1
H 2.7834 3.4318 -1.3607
C -1.1083 -0.4535 -0.6688
H -1.9048 -2.1753 2.1233
H -4.8886 0.2677 2.1333
N 4.3697 -0.4614 -0.4441
C -1.9706 -1.4840 1.3179
C -3.0334 -0.5793 1.3785
O 2.3517 -0.1785 -2.1526
H -0.3851 0.4094 -2.6491
H -2.3339 1.1170 -1.4559
H -3.9283 1.1789 0.4053
O 1.7727 1.8697 -0.6638
C 2.8763 2.3888 -0.9181
H 3.4021 -0.6895 0.0204
S 1.3837 0.1074 -1.1674
O 4.0001 2.0364 -0.8329
H -0.1868 -2.1297 0.2930
H -3.6080 -0.3500 3.3432
O 1.8404 -0.5678 0.1083
H 4.3309 -0.8134 -1.4071
C -0.1678 -0.3377 -1.7709
H -4.6525 -1.4471 2.4075
C -2.2539 0.4093 -0.6715
C -4.1484 -0.5074 2.4603
H 5.2375 -0.5857 -0.0083
C -3.1534 0.3874 0.3673
H 4.4518 0.5576 -0.5299
C -1.0765 -1.4010 0.3428
*
```